Record 1
Below is a structure of composition C5H6ClNS in a non-equilibrium geometry, with properties calculated with wB97M-V/def2-TZVPD.

Each line ends with the Mulliken charge.
CARTESIAN COORDINATES (ANGSTROEM)
C -0.791 -0.153 -0.932  -0.25
C -0.153 1.014 0.020  -0.36
C 0.673 -0.615 -0.548  0.16
C 0.351 -0.907 0.929  -0.73
C -0.105 0.438 1.375  -0.35
H -1.601 -0.668 -0.276  0.27
H -0.445 1.994 0.002  0.54
H 1.023 0.757 -1.631  0.30
H 1.104 -1.559 -1.168  0.31
H -0.071 -1.768 1.255  0.57
H -1.017 0.384 1.866  0.44
N 1.206 0.670 -0.617  -0.58
S 1.355 -0.017 2.240  -0.15
Cl -1.528 0.429 -2.514  -0.18

E_tot in hartree: -1107.113860

=====

Record 2
Below is the molecule O2 in a non-equilibrium geometry, with properties calculated with wB97M-V/def2-TZVPD.

Each line ends with the Mulliken charge.
CARTESIAN COORDINATES (ANGSTROEM)
O 0.030 -0.500 0.389  0.00
O -0.030 0.500 -0.389  0.00

E_tot in hartree: -150.289809

=====

Record 3
Below is the molecule C20H26N2O4S in a non-equilibrium geometry, with properties calculated with wB97M-V/def2-TZVPD.

Each line ends with the Mulliken charge.
CARTESIAN COORDINATES (ANGSTROEM)
C 4.475 1.600 -1.820  -0.67
O 3.246 1.009 -2.149  -0.32
C 2.140 1.710 -1.626  -0.50
C 0.867 0.946 -1.980  -0.66
C -0.327 1.377 -1.136  -0.53
N -0.054 1.188 0.280  0.22
C -0.694 2.128 1.183  -1.10
C -2.214 2.102 0.976  0.58
O -2.795 2.950 0.328  -0.66
N -2.802 1.039 1.551  0.00
C -4.130 0.596 1.157  -1.51
C -3.984 -0.449 0.081  0.65
C -3.868 -0.061 -1.248  -0.33
C -3.621 -1.002 -2.231  -0.42
C -3.485 -2.337 -1.894  -0.48
C -3.599 -2.729 -0.572  -0.57
C -3.843 -1.789 0.412  -0.33
S 0.009 -0.420 0.763  1.49
O -0.633 -1.269 -0.197  -0.61
O -0.449 -0.491 2.130  -0.89
C 1.767 -0.732 0.758  -0.15
C 2.308 -1.687 -0.082  -0.14
C 3.677 -1.872 -0.103  -0.77
C 4.510 -1.112 0.712  1.05
C 5.992 -1.322 0.675  -1.62
C 3.942 -0.170 1.563  -0.89
C 2.572 0.024 1.587  -0.60
H 4.548 2.619 -2.220  0.31
H 4.618 1.637 -0.732  0.26
H 5.249 0.980 -2.268  0.23
H 2.232 1.787 -0.532  0.25
H 2.109 2.730 -2.039  0.44
H 1.052 -0.116 -1.826  0.11
H 0.631 1.094 -3.034  0.63
H -1.202 0.787 -1.433  -0.24
H -0.547 2.434 -1.295  0.75
H -0.312 3.131 0.973  0.50
H -0.439 1.834 2.201  0.52
H -2.200 0.336 1.965  0.38
H -4.664 1.474 0.785  0.45
H -4.640 0.195 2.036  0.43
H -3.962 0.985 -1.504  0.39
H -3.526 -0.691 -3.262  0.42
H -3.284 -3.070 -2.661  0.40
H -3.486 -3.770 -0.305  0.40
H -3.917 -2.094 1.446  0.38
H 1.646 -2.267 -0.706  0.53
H 4.109 -2.609 -0.763  0.38
H 6.346 -1.351 -0.354  0.37
H 6.245 -2.274 1.140  0.37
H 6.515 -0.531 1.206  0.36
H 4.578 0.422 2.207  0.33
H 2.119 0.754 2.239  0.40

E_tot in hartree: -1586.368251

=====

Record 4
Below is the molecule C2H5NO2, with properties calculated with wB97M-V/def2-TZVPD.

Each line ends with the Mulliken charge.
CARTESIAN COORDINATES (ANGSTROEM)
N -1.133 0.910 0.556  -0.40
C 0.193 0.514 0.475  0.45
O 0.960 0.804 1.375  -0.57
C 0.764 -0.501 -0.537  -0.32
O -0.130 -1.231 -1.333  -0.51
H -1.312 1.291 1.476  0.25
H -1.708 1.315 -0.172  0.23
H 1.498 -0.010 -1.186  0.28
H 1.354 -1.163 0.114  0.27
H -0.484 -1.930 -0.769  0.32

E_tot in hartree: -284.438025

=====

Record 5
Below is a cluster of 2 separate species, C3H7N3O in total in a non-equilibrium geometry, with properties calculated with wB97M-V/def2-TZVPD.

Each line ends with the Mulliken charge.
CARTESIAN COORDINATES (ANGSTROEM)
C -2.683 -0.397 -0.025  -0.55
C -0.412 0.298 -0.031  0.49
C 2.983 -0.339 -0.085  -0.18
H -3.094 -0.162 1.035  0.22
H -2.592 0.542 -0.792  0.31
H -3.201 -1.324 -0.625  0.20
H -0.239 2.023 -0.063  0.25
H 0.655 -1.407 -0.530  0.32
H 2.737 -1.528 -0.581  0.10
H 4.124 0.019 -0.373  0.26
N -0.949 1.441 -0.130  -0.61
N 0.803 -0.256 0.250  0.17
N 1.954 0.379 0.171  -0.57
O -1.298 -0.810 0.092  -0.41

E_tot in hartree: -357.816735

=====

Record 6
Below is the ion C4H8NO2 with charge -1 in a non-equilibrium geometry, with properties calculated with wB97M-V/def2-TZVPD.

Each line ends with the Mulliken charge.
CARTESIAN COORDINATES (ANGSTROEM)
C 0.514 2.017 -0.103  -0.86
N 0.816 0.630 0.123  -0.44
C -0.181 -0.323 -0.318  0.33
C 0.382 -1.721 -0.505  -1.58
C -1.356 -0.582 0.796  0.57
O -0.929 -0.630 1.961  -0.71
O -2.487 -0.741 0.302  -0.74
H 1.397 2.533 -0.497  0.27
H 0.214 2.600 0.786  0.27
H -0.373 2.145 -0.725  0.30
H 1.130 0.422 1.053  0.28
H -0.669 0.045 -1.217  0.25
H 1.333 -1.872 -1.050  0.39
H 0.520 -2.182 0.476  0.31
H -0.310 -2.342 -1.080  0.34

E_tot in hartree: -362.493509
Total charge: -1

=====

Record 7
Below is a structure of composition C32H62Br8F3NiO12S5 in a non-equilibrium geometry, with properties calculated with wB97M-V/def2-TZVPD.

Each line ends with the Mulliken charge.
CARTESIAN COORDINATES (ANGSTROEM)
Ni -2.252 -1.528 -2.863  1.35
C -0.318 -1.280 -0.007  -1.00
O -0.447 0.129 0.288  0.07
O -0.717 -1.272 -1.367  0.22
C 1.119 -1.808 0.417  0.68
F 1.575 -1.364 1.584  -0.24
F 1.101 -3.145 0.582  -0.24
F 2.126 -1.545 -0.454  -0.13
C -1.224 0.502 1.425  0.26
C -0.907 2.089 1.546  -0.20
H 0.065 2.397 1.162  -0.28
H -1.672 2.702 1.071  -0.32
H -0.997 2.272 2.617  0.53
H -0.778 0.054 2.313  0.20
H -2.270 0.324 1.178  -0.14
H -0.990 -1.871 0.614  0.23
C 2.470 1.669 -1.282  1.52
C 2.955 2.837 -2.121  -0.63
C 4.519 2.591 -2.338  -0.86
S 5.000 1.874 -0.623  1.02
O 5.489 2.925 0.189  -0.63
O 5.804 0.619 -0.831  -0.64
C 3.294 1.445 -0.044  0.12
H 2.480 0.702 -1.785  -0.40
H 1.435 1.840 -0.983  -0.75
H 2.762 3.762 -1.578  0.40
H 2.580 2.788 -3.143  0.22
H 5.180 3.402 -2.643  0.48
H 4.574 1.796 -3.082  0.33
H 2.932 2.258 0.585  -0.30
H 3.340 0.476 0.453  0.17
C 2.111 -2.268 5.655  -0.57
C 0.898 -1.548 5.194  -0.01
C 0.484 -0.611 6.389  -0.99
S 0.713 -1.722 7.908  1.08
O -0.549 -2.462 7.982  -0.64
O 1.200 -0.893 8.983  -0.63
C 2.015 -2.751 7.080  -0.68
H 2.886 -1.502 5.617  0.36
H 2.384 -3.069 4.968  0.30
H 0.050 -2.136 4.842  0.27
H 0.980 -0.886 4.331  -0.06
H -0.478 -0.099 6.410  0.52
H 1.251 0.153 6.514  0.31
H 1.889 -3.788 7.388  0.44
H 2.895 -2.422 7.633  0.32
C -0.776 4.207 -3.221  -0.78
C -1.856 3.987 -4.318  -0.70
C -3.001 3.029 -3.878  -0.87
S -2.570 2.041 -2.371  0.95
O -2.398 0.627 -2.805  -0.15
O -3.459 2.408 -1.313  -0.52
C -0.864 2.898 -2.309  0.08
H -1.054 5.098 -2.658  0.40
H 0.208 4.463 -3.613  0.38
H -1.307 3.465 -5.102  0.26
H -2.167 4.955 -4.710  0.40
H -3.111 2.297 -4.679  0.34
H -4.041 3.351 -3.823  0.49
H -0.253 2.075 -2.680  -0.29
H -0.664 3.087 -1.254  0.22
C -7.308 -1.548 -0.839  -0.72
C -6.947 -0.358 0.090  -0.67
C -5.530 0.002 -0.366  -0.35
S -4.568 -1.590 -0.373  0.94
O -4.241 -2.039 1.008  -0.57
O -3.589 -1.573 -1.450  -0.63
C -6.103 -2.474 -1.046  -0.81
H -7.653 -1.160 -1.797  0.38
H -8.098 -2.157 -0.398  0.31
H -7.046 -0.761 1.098  0.33
H -7.647 0.469 -0.031  0.36
H -4.963 0.770 0.160  0.08
H -5.454 0.543 -1.309  0.38
H -6.009 -3.512 -0.730  0.50
H -5.959 -2.667 -2.109  0.32
C 2.055 -2.452 -4.763  -0.34
C 1.936 -2.118 -6.231  -0.85
C 0.583 -1.427 -6.583  -0.87
S 0.174 -0.464 -5.022  1.09
O -1.106 -0.945 -4.480  -0.63
O 0.459 0.970 -5.173  -0.62
C 1.623 -1.147 -4.093  0.19
H 3.090 -2.626 -4.470  0.26
H 1.317 -3.213 -4.512  0.22
H 2.164 -2.982 -6.855  0.43
H 2.842 -1.540 -6.412  0.40
H -0.168 -2.217 -6.564  0.33
H 0.688 -0.918 -7.541  0.42
H 1.361 -1.278 -3.043  -0.53
H 2.464 -0.463 -4.217  0.35
Br 1.991 4.966 7.030  -0.17
C 2.368 5.086 5.096  -0.68
C 1.696 3.878 4.444  -0.60
Br 2.012 4.033 2.489  -0.14
H 3.457 5.059 5.111  0.38
H 2.043 6.088 4.816  0.41
H 0.637 3.957 4.690  0.40
H 2.131 2.974 4.870  0.43
Br 5.102 -5.606 1.419  -0.12
C 4.729 -3.592 1.549  -0.21
C 5.881 -2.667 0.982  -0.59
Br 7.632 -3.181 1.952  -0.19
H 4.718 -3.470 2.632  0.52
H 3.787 -3.341 1.061  -0.20
H 5.695 -1.597 1.075  0.37
H 6.002 -2.669 -0.101  0.39
Br 3.880 -4.559 -2.091  -0.14
C 1.998 -5.174 -1.638  -0.40
C 1.590 -6.645 -2.118  -0.63
Br 2.796 -7.898 -1.169  -0.13
H 1.320 -4.432 -2.062  0.06
H 1.860 -5.161 -0.557  0.42
H 1.884 -6.788 -3.158  0.37
H 0.563 -6.924 -1.881  0.44
Br -3.594 4.775 1.225  -0.19
C -5.452 3.955 1.183  -0.31
C -5.586 3.161 2.440  -0.67
Br -7.413 2.606 2.514  -0.15
H -5.377 3.255 0.351  0.04
H -6.182 4.733 0.960  0.51
H -5.499 3.847 3.282  0.47
H -4.679 2.583 2.618  0.37

⟨S²⟩: 2.01
E_tot in hartree: -26549.827949
Total charge: +1
2S+1: 3

=====

Record 8
Below is a structure of composition C20H17IN3O4Pt in a non-equilibrium geometry, with properties calculated with wB97M-V/def2-TZVPD.

Each line ends with the Mulliken charge.
CARTESIAN COORDINATES (ANGSTROEM)
Pt -0.684 -0.082 -1.258  0.41
O -2.269 3.934 0.162  -0.39
C -1.939 2.787 -0.328  0.24
O -1.412 1.872 0.300  -0.70
C -2.222 2.645 -1.789  0.61
C -3.097 3.502 -2.452  -0.47
C -3.285 3.320 -3.815  -0.73
C -2.543 2.347 -4.476  -0.61
C -1.684 1.535 -3.735  1.19
N -1.571 1.661 -2.405  -0.43
C -0.803 0.462 -4.311  0.47
O -0.712 0.276 -5.586  -0.42
O -0.160 -0.242 -3.538  -0.47
H -2.088 4.074 1.110  0.40
H -3.608 4.274 -1.897  0.48
H -3.988 3.936 -4.355  0.50
H -2.659 2.233 -5.546  0.21
H -1.189 0.870 -6.192  0.32
I -1.362 -2.723 -1.956  0.23
C 0.730 -2.878 -1.556  -0.26
C 1.490 -3.814 -2.237  -0.56
C 2.802 -4.062 -1.831  -0.67
C 3.287 -3.479 -0.671  -0.81
C 2.515 -2.542 0.046  0.48
C 2.925 -2.022 1.291  -1.10
C 2.123 -1.147 1.990  -0.54
C 0.946 -0.636 1.422  0.72
C 0.541 -1.048 0.134  -0.12
C 1.247 -2.120 -0.471  1.30
H 1.076 -4.357 -3.074  0.41
H 3.419 -4.743 -2.402  0.45
H 4.269 -3.754 -0.311  0.46
H 3.860 -2.352 1.724  0.48
H 2.437 -0.793 2.959  0.53
H -0.467 0.835 1.506  0.24
C 0.361 -1.039 4.967  -0.86
N 0.394 0.352 4.535  -0.04
C 0.458 1.325 5.609  -0.86
C 0.223 0.748 3.341  0.58
N 0.180 0.311 2.107  0.12
H -0.610 -1.260 5.414  0.36
H 1.119 -1.190 5.736  0.37
H 0.535 -1.724 4.140  0.40
H -0.404 1.204 6.266  0.38
H 0.471 2.342 5.220  0.36
H 1.349 1.161 6.215  0.36

E_tot in hartree: -1653.452139
Total charge: +3

=====

Record 9
Below is the ion C5H6N with charge +1 in a non-equilibrium geometry, with properties calculated with wB97M-V/def2-TZVPD.

Each line ends with the Mulliken charge.
CARTESIAN COORDINATES (ANGSTROEM)
C -1.394 -0.529 0.002  0.30
C -1.796 0.905 0.006  -0.03
C 0.886 0.574 -0.015  -0.28
C 1.556 -0.746 0.004  -1.04
C -0.381 0.791 -0.006  0.37
N -1.008 -1.622 -0.006  -0.26
H -2.305 1.212 -0.908  0.23
H -2.291 1.229 0.920  0.23
H 1.557 1.431 -0.032  0.42
H 2.126 -0.872 0.926  0.35
H 2.262 -0.835 -0.824  0.35
H 0.789 -1.538 -0.067  0.36

E_tot in hartree: -248.445221
Total charge: +1

=====

Record 10
Below is the molecule C6H11ClN2 in a non-equilibrium geometry, with properties calculated with wB97M-V/def2-TZVPD.

Each line ends with the Mulliken charge.
CARTESIAN COORDINATES (ANGSTROEM)
C -2.538 -1.579 0.073  -1.40
C -1.209 -1.003 0.156  0.81
N -0.168 -1.419 -0.431  -0.60
C 0.841 -0.323 -0.319  0.56
C 1.711 0.074 -1.721  -1.48
Cl 2.226 -1.039 0.675  -0.27
N 0.258 0.803 0.244  -0.01
C 1.150 1.841 0.765  -1.03
C -0.902 0.311 0.903  -0.84
H -3.280 -1.188 -0.691  0.26
H -3.057 -1.653 0.991  0.38
H -2.345 -2.560 -0.175  0.43
H 1.147 0.840 -2.209  0.37
H 1.583 -0.783 -2.316  0.48
H 2.675 0.439 -1.598  0.38
H 1.575 2.426 -0.014  0.32
H 0.830 2.359 1.632  0.41
H 2.040 1.336 1.191  0.35
H -1.654 1.019 0.927  0.49
H -0.883 0.099 1.916  0.41

E_tot in hartree: -804.862520

=====

Record 11
Below is a structure of composition C4H8O3, with properties calculated with wB97M-V/def2-TZVPD.

Each line ends with the Mulliken charge.
CARTESIAN COORDINATES (ANGSTROEM)
C -0.291 0.873 -0.698  -1.21
C -0.601 0.224 0.636  0.38
O -1.984 0.273 0.929  -0.54
C -0.107 -1.231 0.520  -0.59
O 0.868 -1.317 -0.523  -0.33
C 1.388 -0.132 -0.909  0.29
O 2.168 0.591 -0.145  -0.68
H -0.860 0.455 -1.531  0.36
H 1.070 1.163 -0.539  0.26
H -0.462 1.959 -0.673  0.43
H -0.027 0.748 1.413  0.27
H -2.100 0.048 1.861  0.33
H -0.946 -1.851 0.191  0.32
H 0.299 -1.627 1.456  0.30
H 1.585 -0.174 -1.989  0.43

E_tot in hartree: -382.781542

=====

Record 12
Below is the molecule C8H9N5 in a non-equilibrium geometry, with properties calculated with wB97M-V/def2-TZVPD.

Each line ends with the Mulliken charge.
CARTESIAN COORDINATES (ANGSTROEM)
C -2.148 0.209 0.430  0.59
C 2.137 -0.384 2.286  -0.98
C 2.779 -0.301 1.035  -0.07
C 0.767 -0.451 2.248  0.00
C 2.075 -0.165 -0.136  0.93
C 0.631 -0.022 -0.160  -0.64
C -4.370 0.175 -0.723  0.43
C 3.022 -0.038 -1.334  -1.11
N -1.227 -0.252 1.066  -0.93
N 0.135 -0.183 1.059  0.77
N -4.794 -1.014 -0.739  -0.65
N -5.183 1.139 -1.248  -0.44
N -3.233 0.626 0.007  -0.42
H 2.674 -0.533 3.115  0.47
H 3.900 -0.202 0.872  0.13
H 0.079 -0.641 3.162  0.32
H 2.781 0.880 -1.706  0.29
H 4.150 -0.142 -1.037  0.29
H 2.882 -0.822 -2.204  0.23
H -4.322 -1.724 -0.239  0.22
H -5.660 0.681 -1.952  0.30
H -4.655 2.000 -1.482  0.26

E_tot in hartree: -583.846173